Here is 3 unconnected molecules or ions with the total composition C22H53BN6O6 at a distorted geometry from the OMol25 dataset. Energies are from ωB97M-V with the def2-TZVPD basis set.

Its structure (SMILES) is C=CN(CC(N)(N)N)[C@H](B(O)N(C)C)[C@@H](CCCOC(C)=O)OCNCC.CC(C)O.CC(C)O. Its gap between HOMO and LUMO is 8.14 eV. For the calculated total energy, the calculation gives -45573.5682 eV.

Each line ends with the Mulliken charge.
Cartesian coordinates (Å):
C  4.194  2.935  1.403  -1.046
C  3.275  2.464  0.553  -0.006
N  2.737  1.218  0.820  0.764
C  2.464  0.327  -0.310  -0.535
C  2.094  0.918  -1.684  0.113
N  3.283  1.460  -2.403  -0.518
N  0.976  1.807  -1.669  -0.168
N  1.631  -0.227  -2.521  -0.744
C  1.818  1.135  1.967  -0.641
B  2.048  -0.213  2.790  0.091
O  1.827  -0.214  4.184  -0.525
N  2.522  -1.444  2.161  0.167
C  4.015  -1.358  2.274  -1.231
C  2.102  -2.655  2.888  -1.227
C  0.327  1.362  1.644  0.731
C  -0.612  1.078  2.846  -1.695
C  -1.320  -0.292  2.736  -0.295
C  -2.754  -0.134  2.279  -1.280
O  -2.734  0.035  0.850  0.047
C  -4.008  0.088  0.362  0.615
C  -4.607  -1.144  -0.249  -0.797
O  -4.623  1.071  0.411  -0.510
O  0.023  2.606  1.049  -0.106
C  0.345  3.715  1.838  -0.647
N  -0.372  4.849  1.263  -0.393
C  0.145  5.221  -0.061  0.031
C  -0.906  4.965  -1.143  -1.226
H  4.172  3.930  1.827  0.289
H  4.958  2.240  1.724  0.308
H  3.062  3.065  -0.332  0.233
H  3.361  -0.279  -0.480  0.344
H  1.691  -0.393  -0.069  -0.075
H  3.513  0.833  -3.166  0.326
H  2.951  2.303  -2.859  0.355
H  0.607  1.937  -2.602  0.394
H  1.163  2.696  -1.225  -0.127
H  0.745  -0.519  -2.118  0.145
H  2.314  -0.976  -2.466  0.324
H  2.107  1.918  2.671  0.483
H  0.954  -0.613  4.319  0.359
H  4.294  -0.576  2.992  0.304
H  4.483  -1.121  1.321  0.239
H  4.436  -2.278  2.668  0.506
H  2.532  -3.501  2.358  0.482
H  2.518  -2.712  3.899  0.319
H  1.029  -2.819  2.874  0.275
H  0.056  0.607  0.907  -0.159
H  -0.141  1.251  3.811  0.587
H  -1.388  1.837  2.754  0.724
H  -0.814  -0.971  2.047  0.048
H  -1.315  -0.788  3.709  0.402
H  -3.243  0.717  2.748  0.357
H  -3.297  -1.061  2.496  0.579
H  -5.649  -1.251  0.027  0.354
H  -4.590  -1.105  -1.334  0.082
H  -4.062  -2.036  0.062  0.190
H  0.020  3.641  2.881  0.386
H  1.418  3.956  1.805  0.295
H  -0.292  5.639  1.887  0.263
H  0.301  6.303  -0.043  0.513
H  1.120  4.782  -0.289  -0.016
H  -0.757  5.594  -2.019  0.391
H  -1.871  5.253  -0.734  0.390
H  -0.973  3.911  -1.401  0.121
C  -2.619  -2.158  -5.617  -1.389
C  -3.164  -1.298  -4.488  0.421
C  -2.443  0.040  -4.412  -1.180
O  -3.029  -1.989  -3.245  -0.390
H  -1.558  -2.374  -5.459  0.339
H  -3.139  -3.116  -5.654  0.335
H  -2.731  -1.662  -6.582  0.394
H  -4.232  -1.131  -4.638  0.321
H  -1.377  -0.107  -4.216  0.224
H  -2.840  0.643  -3.594  0.291
H  -2.551  0.600  -5.342  0.430
H  -2.089  -2.146  -3.094  0.234
C  -1.159  -5.713  -0.050  -1.496
C  -0.656  -4.475  0.676  0.311
C  -0.630  -3.264  -0.247  -0.788
O  0.653  -4.711  1.193  -0.485
H  -0.501  -5.962  -0.887  0.378
H  -1.165  -6.573  0.621  0.364
H  -2.169  -5.564  -0.435  0.365
H  -1.298  -4.268  1.535  0.294
H  0.046  -3.437  -1.090  0.508
H  -0.261  -2.384  0.284  -0.005
H  -1.625  -3.042  -0.639  0.217
H  1.238  -4.895  0.448  0.347

=====

Here is a molecular structure, C22H53Br10N3O3 at a distorted geometry from the OMol25 dataset. Energies are from ωB97M-V with the def2-TZVPD basis set.

Its gap between HOMO and LUMO is 7.29 eV. The energy relative to the best compared isomer or geometry (same formula, charge and spin) is 2451.4 kJ/mol. For the calculated total energy, the calculation gives -734683.2119 eV.

Each line ends with the Mulliken charge.
Cartesian coordinates (Å):
Br  -1.481  -0.343  2.337  -0.606
C  -1.372  0.332  0.509  -0.919
C  -0.189  -0.159  -0.247  -0.278
Br  -0.185  -2.033  -0.359  -0.444
H  -1.255  1.412  0.597  0.277
H  -2.289  0.007  0.018  0.609
H  0.772  0.166  0.152  -0.030
H  -0.275  0.159  -1.286  0.492
Br  -4.161  -4.919  -0.360  -0.188
C  -3.309  -3.945  1.158  -1.050
C  -1.809  -3.742  1.128  0.816
Br  -1.305  -2.921  2.804  0.099
H  -3.524  -4.544  2.043  0.563
H  -3.789  -2.998  1.406  0.388
H  -1.561  -3.083  0.296  -1.356
H  -1.178  -4.626  1.039  0.536
Br  -2.698  2.318  4.315  -0.105
C  -1.393  0.842  4.699  0.674
C  -2.214  -0.373  5.198  -0.555
Br  -1.104  -2.027  5.306  -0.183
H  -0.677  1.215  5.431  0.570
H  -0.887  0.824  3.734  -0.804
H  -2.964  -0.590  4.437  0.027
H  -2.809  -0.412  6.110  0.465
Br  4.783  0.621  1.732  -0.172
C  4.515  2.241  0.591  -0.407
C  3.144  2.752  1.013  -1.067
Br  1.918  1.315  0.431  0.522
H  4.561  1.947  -0.457  0.090
H  5.406  2.786  0.903  0.583
H  2.857  3.612  0.407  0.522
H  3.046  2.937  2.083  0.437
Br  -1.041  4.668  -0.585  -0.235
C  -0.173  3.322  0.696  0.147
C  -0.992  3.182  2.043  -0.187
Br  0.162  1.818  2.793  -0.013
H  0.804  3.802  0.762  0.582
H  -0.284  2.413  0.106  -0.709
H  -1.982  2.727  2.041  0.618
H  -0.895  4.038  2.712  0.580
C  0.381  1.593  -2.868  -1.156
C  1.555  0.937  -3.678  -0.056
C  2.887  0.711  -2.854  1.512
O  3.973  0.209  -3.608  -0.496
C  5.226  0.211  -2.942  -0.694
N  1.162  -0.266  -4.255  -0.840
H  0.684  2.632  -2.737  0.457
H  0.498  0.955  -1.992  0.142
H  -0.557  1.598  -3.423  0.463
H  1.834  1.649  -4.455  0.417
H  2.811  0.147  -1.925  -1.356
H  3.225  1.665  -2.450  0.668
H  5.875  -0.255  -3.683  0.333
H  5.302  -0.420  -2.057  0.107
H  5.595  1.225  -2.785  0.313
H  1.970  -0.697  -4.681  0.613
H  0.840  -0.932  -3.567  0.496
C  -5.410  2.136  2.065  -1.603
C  -4.368  1.032  1.889  0.423
C  -4.550  0.352  0.424  -0.972
O  -3.624  -0.722  0.380  0.005
C  -3.628  -1.559  -0.758  -0.929
N  -3.071  1.701  2.064  -0.459
H  -5.453  2.748  1.164  0.344
H  -5.208  2.770  2.928  0.467
H  -6.422  1.770  2.237  0.423
H  -4.492  0.307  2.693  0.110
H  -4.278  1.060  -0.360  0.404
H  -5.581  0.056  0.231  0.554
H  -4.612  -1.965  -0.993  0.283
H  -2.959  -2.408  -0.619  0.249
H  -3.330  -1.047  -1.673  0.297
H  -2.464  0.929  2.299  -0.330
H  -3.207  2.287  2.876  0.103
C  2.624  -2.498  -3.805  -1.683
C  1.847  -2.765  -2.495  0.726
C  2.715  -2.617  -1.244  -1.484
O  3.067  -1.282  -0.920  0.674
C  4.151  -1.151  0.012  -2.297
N  0.712  -1.802  -2.488  -0.326
H  3.577  -3.008  -3.942  0.468
H  2.861  -1.434  -3.805  0.082
H  2.075  -2.653  -4.734  0.317
H  1.320  -3.719  -2.504  0.566
H  3.546  -3.320  -1.175  0.513
H  2.090  -2.823  -0.376  0.440
H  4.206  -0.066  0.102  0.724
H  5.059  -1.523  -0.463  0.463
H  3.896  -1.578  0.982  0.401
H  0.264  -1.936  -1.593  1.319
H  1.216  -0.982  -2.181  -1.483